No. 1
Molecular formula: C29H57N3O8S
Method: DFT, the ωB97M-V functional and the def2-TZVPD basis

Geometry as XYZ:
```
98
C29H57N3O8S (the ωB97M-V functional and the def2-TZVPD basis)
H 1.35095 -0.84455 -3.64535
C 2.07722 2.89050 4.48694
C -0.46815 4.29143 -3.73643
H -0.99120 -5.05504 -1.05676
H -3.37121 -0.48010 -3.62960
H 3.80616 4.03289 4.39601
C -1.80900 -2.19875 -5.94730
C 3.79924 3.90884 -0.63136
H 1.94113 0.63766 -2.90168
H -4.23760 -1.68254 -1.97565
H -3.71133 -0.13495 -1.18967
H 1.10681 1.53725 1.45377
H 4.15238 2.45598 5.10287
C -0.36231 5.52465 -2.88591
H -2.86781 -0.19121 3.86765
N 0.16255 1.59461 -5.26267
H 0.71599 -5.92505 -4.02737
C -0.09519 5.29230 -1.39556
H 1.74787 -4.02537 3.27991
C -2.16615 0.64857 3.89017
H -6.59036 -2.62026 0.25616
H 0.14398 6.23469 -0.91757
H 0.47841 3.81209 -3.95633
H -1.22491 0.41484 3.39571
C -1.80040 -1.71273 -4.52125
C 0.86715 0.93443 -4.64759
H 0.22864 -4.79449 2.75485
H 4.21085 -3.02405 5.61097
H 1.02188 4.05916 5.89409
H -1.15183 3.59522 -3.24044
H 3.16205 -0.22956 3.33025
C 0.90830 3.79843 4.83850
H 0.18296 -3.80679 -1.38772
H 2.72326 -0.11799 -4.35963
C 0.96571 -3.34266 1.48894
H -5.34743 -0.38289 -1.85756
C -6.46578 -1.53417 0.25796
H 2.24868 -1.38438 4.32525
H 3.56572 3.23936 1.31470
H -7.07440 -1.17240 -0.57028
H -1.41122 -0.77092 -0.61986
O -0.52221 6.65311 -3.28564
C -4.51589 -0.85316 -1.32331
C -4.99743 -1.28689 0.05075
H 0.69314 4.55306 -1.23983
H -1.83514 0.21747 -3.60356
H -0.99690 4.52589 -4.66283
H -3.14632 0.55741 1.44129
H -6.84619 -1.08321 1.17079
O 1.04936 -6.55164 -0.99854
H 3.00059 2.14849 0.00564
C -2.88557 1.77342 3.18617
C 1.79254 0.13609 -3.85781
O 4.86071 -2.44236 2.76894
C 3.03583 3.17570 0.36000
H -1.52597 -1.42496 -6.65919
H -2.22023 2.11960 1.29194
C 0.69395 0.69213 0.90499
H 4.66377 -1.28059 5.70682
H -0.04186 0.18165 1.52223
H 1.75599 -5.23484 1.93758
C -0.25024 -4.73398 -1.78286
H -0.58849 -4.41187 -2.76697
H 5.76661 -2.49356 5.02729
C 1.20610 -4.43867 2.43132
C 0.81614 -5.79347 -1.90379
H -0.04420 3.29886 4.69088
H -2.75192 -2.66837 -6.22777
S -0.05775 1.34233 -0.61120
H 3.33257 3.66588 6.07366
C 2.91593 -1.28875 3.46852
N 0.75674 -2.49876 0.74208
H -1.03270 -2.96502 -6.01752
C 4.72042 -2.19708 5.11919
O 1.10631 1.67958 -1.50313
C 4.24551 -1.97077 3.69734
H 1.53424 0.04142 0.67380
H -3.99745 2.17516 1.43990
O -4.18281 -1.45547 0.92195
H -2.63080 0.12127 -5.16051
H 2.04562 3.56325 0.58379
H -0.96240 -0.22879 -2.23053
O -1.14311 -2.28794 -3.67573
O 1.98163 2.09060 3.58038
C 3.42061 3.26030 5.06622
H -1.03011 4.83281 -1.05683
H 2.41975 -1.60781 2.55900
C -2.46135 -0.42096 -4.23237
N 4.40132 4.49161 -1.41545
H -1.97798 0.87804 4.93727
C -0.60680 -0.31987 -1.19998
H 0.23742 -1.00213 -1.27467
O -3.20717 2.78690 3.76148
C 1.48384 -5.92219 -3.25521
H 2.13677 -5.06519 -3.43301
C -3.10213 1.61326 1.69456
H 0.99456 4.71753 4.26095
H 2.07155 -6.83656 -3.27958
```

Its LUMO energy is 0.21 eV. The value obtained for the total energy is -2303.46295 hartree. Its highest occupied orbital energy is -8.98 eV. The calculation puts the relative energy (zero: lowest compared OMol25 entry of this formula, charge and spin) at 0.0 kJ/mol.


No. 2
Molecular formula: C5H8O2
Method: DFT, the ωB97M-V functional and the def2-TZVPD basis

Geometry as XYZ:
```
15
C5H8O2 (the ωB97M-V functional and the def2-TZVPD basis)
H -1.64711 -1.25664 0.04559
H 0.49042 -1.86808 -0.00791
H -2.73392 0.11599 0.18799
C -1.86694 -0.26576 -0.36500
C -0.71975 0.67849 -0.08271
H 2.30253 0.65775 -1.43995
C 1.07693 -0.98613 0.25826
C 0.77125 0.34074 -0.32231
O 1.44758 1.07461 -1.28096
H -0.90935 1.69141 -0.45853
H -2.12596 -0.34691 -1.42252
O -0.52951 0.65955 1.35696
C 0.79677 0.23934 1.16592
H 1.51579 0.47947 1.94173
H 2.13129 -1.21385 0.42346
```

Its LUMO energy is 0.84 eV. The value obtained for the total energy is -345.70031 hartree. Its highest occupied orbital energy is -8.94 eV. The calculation puts the relative energy (zero: lowest compared OMol25 entry of this formula, charge and spin) at 274.8 kJ/mol.


No. 3
Molecular formula: C4H7Cl2NS
Method: DFT, the ωB97M-V functional and the def2-TZVPD basis

Geometry as XYZ:
```
15
C4H7Cl2NS (the ωB97M-V functional and the def2-TZVPD basis)
H 2.59960 -2.66328 -0.14714
H -1.73416 4.81676 -2.37420
H 1.10221 -3.07708 2.41561
H -1.10789 3.91480 -1.15516
C 1.28610 -2.53003 1.52519
C 0.45133 -0.76019 0.04060
C 2.36832 -2.95242 0.93637
N -1.56486 3.79066 -2.05180
H 1.04828 -1.16692 -0.74907
Cl -4.29914 3.24104 -0.60037
C 0.54578 -1.27238 1.29732
S -2.85213 2.75660 -2.16884
H 2.71979 -3.96809 1.17652
Cl -0.47649 0.65694 -0.24463
H -0.08676 -0.78641 2.09960
```

Its LUMO energy is -0.10 eV. The value obtained for the total energy is -1529.85580 hartree. Its SMILES is C=C/C=C/Cl.NSCl. Its highest occupied orbital energy is -8.94 eV. The calculation puts the relative energy (zero: lowest compared OMol25 entry of this formula, charge and spin) at 103.9 kJ/mol.


No. 4
Molecular formula: C3H2BrCl3
Method: DFT, the ωB97M-V functional and the def2-TZVPD basis

Geometry as XYZ:
```
9
C3H2BrCl3 (the ωB97M-V functional and the def2-TZVPD basis)
Br -0.79346 -2.11969 0.57034
H 1.79333 0.73252 0.25943
H -1.58729 0.67408 0.52980
Cl 1.22556 0.04192 2.31719
Cl -1.40422 1.56435 -1.69589
Cl 0.61151 -0.93066 -1.92851
C 1.15408 -0.03866 0.58785
C 0.07024 -0.44608 -0.24344
C -1.06976 0.52222 -0.39678
```

Its LUMO energy (spin up / spin down) is -0.91 / -1.09 eV. The value obtained for the total energy is -4069.97605 hartree. Its highest occupied orbital energy (spin up / spin down) is -9.11 / -8.81 eV. The calculation puts the relative energy (zero: lowest compared OMol25 entry of this formula, charge and spin) at 239.9 kJ/mol.


No. 5
Molecular formula: CHFLiO3Sr
Method: DFT, the ωB97M-V functional and the def2-TZVPD basis

Geometry as XYZ:
```
8
CHFLiO3Sr (the ωB97M-V functional and the def2-TZVPD basis)
O -1.63579 -0.40554 -0.25122
Li -4.30439 0.09602 0.61612
F -0.73770 1.54520 -0.02136
O -2.83907 -1.03716 0.05141
O 0.53321 -0.25890 -0.03254
C -0.52277 0.28820 -0.00918
Sr 3.20456 0.18208 -0.04083
H -1.85460 -1.59234 -0.58180
```

Its LUMO energy (spin up / spin down) is -8.12 / -8.12 eV. As for the spin multiplicity: 2. The value obtained for the total energy is -401.71541 hartree. Its highest occupied orbital energy (spin up / spin down) is -12.06 / -19.59 eV. As for the expectation value of S²: 0.750. Its net charge is +2.


No. 6
Molecular formula: C5H10N2O2
Method: DFT, the ωB97M-V functional and the def2-TZVPD basis

Geometry as XYZ:
```
19
C5H10N2O2 (the ωB97M-V functional and the def2-TZVPD basis)
H -1.00620 0.89618 -1.70737
O 0.02384 -2.88305 0.78888
C -1.84659 0.72230 -0.87274
N -1.27362 0.44264 0.39376
C 3.50095 0.52228 -0.69034
H 3.29382 1.33099 -1.32935
H -0.37349 -2.82540 -1.53417
C -0.50559 1.56514 0.90048
H -0.42327 1.52273 1.90679
C -0.63381 -0.73398 0.83572
H -1.19347 2.41161 0.82687
O -0.87751 -2.13788 -1.13131
H -0.34615 -0.94917 1.80032
H -2.60628 1.46506 -0.88598
C 3.23974 -0.15286 0.26755
N -0.57028 -1.91356 0.22761
H 3.48247 -0.98085 0.86195
H 0.42357 1.82023 0.49616
H -2.30815 -0.12241 -1.15481
```

Its LUMO energy is 0.66 eV. The value obtained for the total energy is -456.22062 hartree. Its SMILES is CN(C)/C=[N+](/[O-])O.C#C. Its highest occupied orbital energy is -7.66 eV. The calculation puts the relative energy (zero: lowest compared OMol25 entry of this formula, charge and spin) at 875.8 kJ/mol.